# 1
{
  "formula": "C10H24N4O2P2Ti",
  "method": "the ωB97M-V functional and the def2-TZVPD basis",
  "relative_energy_kcal_mol": 40.3,
  "multiplicity": 3,
  "s2": 2.04,
  "charge": 2,
  "orbital_gap_ev": [7.356, 6.955],
  "e_homo_ev": [-14.32, -15.53],
  "species": ["Ti", "P", "P", "N", "N", "H", "H", "H", "C", "H", "C", "H", "H", "C", "C", "H", "C", "H", "H", "H", "H", "H", "O", "C", "C", "C", "H", "H", "H", "H", "H", "H", "H", "C", "H", "N", "C", "N", "O", "H", "H", "H", "H"],
  "coordinates": [[-0.520, -0.207, -0.004], [-0.890, -0.369, -2.596], [-2.038, 1.449, 1.447], [1.123, -1.217, -0.488], [0.415, -0.297, 1.829], [3.013, -1.750, 0.363], [1.514, -1.890, 2.703], [1.689, -2.904, 0.743], [1.927, -1.836, 0.577], [2.506, -0.510, 2.194], [1.625, -1.122, 1.915], [2.835, -0.937, -1.769], [0.703, 0.348, 3.779], [1.765, -0.591, -1.550], [0.083, 0.456, 2.895], [0.975, -1.670, -3.314], [0.949, -0.651, -2.863], [1.316, 0.069, -3.617], [-2.037, 2.846, 1.296], [-3.298, 1.238, 2.062], [-1.022, 0.696, -3.524], [-1.424, -1.421, -3.379], [0.099, 1.466, -0.622], [1.488, 1.775, -0.784], [1.734, 2.573, -2.032], [1.904, 2.615, 0.393], [1.922, 0.591, -1.089], [1.761, 1.915, -2.916], [0.960, 3.345, -2.194], [2.702, 3.093, -1.978], [1.790, 2.124, 1.381], [2.920, 3.044, 0.318], [1.224, 3.513, 0.453], [-1.011, 1.346, 2.885], [-1.181, 1.910, 3.777], [-4.143, -1.462, 0.203], [-3.013, -2.163, 0.407], [-3.108, -3.475, 0.755], [-1.856, -1.621, 0.273], [-5.036, -1.942, 0.311], [-4.091, -0.488, -0.009], [-2.263, -3.983, 0.920], [-4.011, -3.903, 0.851]],
  "forces_ev_per_a": [[-1.924, 0.629, -0.798], [0.359, 0.146, -0.663], [-0.627, 0.099, -0.586], [1.631, 0.270, -1.463], [0.116, 0.817, 1.791], [-0.585, -0.190, 0.035], [-0.057, 0.472, -0.114], [-0.014, 0.465, -0.697], [0.143, 0.378, 0.254], [-0.566, -0.014, 0.020], [0.612, -0.221, 0.471], [-1.084, 0.949, 0.683], [-0.002, 0.196, 0.173], [-0.080, -4.812, -0.061], [0.009, -0.621, -0.908], [0.678, 0.622, 0.628], [-0.309, 0.865, -0.150], [-0.102, -0.572, 0.359], [-0.249, -0.005, -0.072], [0.112, 0.233, -0.062], [-0.324, -0.199, 0.364], [0.095, 0.211, 0.074], [2.268, -0.760, 0.029], [-3.063, 1.801, -0.687], [0.461, -0.054, -1.264], [0.786, 0.159, 1.628], [0.672, 2.009, 0.598], [-0.092, 0.518, 0.213], [0.207, -0.452, 0.270], [-0.285, -0.264, -0.053], [0.190, 0.084, -0.566], [-0.397, -0.503, -0.013], [0.419, -0.973, -0.474], [1.442, -1.152, 0.498], [-0.147, 0.328, 0.373], [0.299, -1.297, 0.374], [0.435, -0.596, 0.085], [-0.088, 2.023, -0.534], [-1.383, -0.893, 0.439], [0.336, 0.627, -0.145], [-0.117, 0.247, -0.171], [0.147, -0.286, 0.033], [0.078, -0.287, 0.088]],
  "mulliken_spin": [0.966, 0.000, -0.002, -0.069, 0.459, -0.001, 0.023, -0.002, 0.028, 0.027, -0.063, -0.004, 0.012, 0.082, -0.016, 0.003, 0.001, -0.004, 0.024, 0.026, 0.004, 0.000, -0.033, 0.018, -0.003, 0.009, 0.004, 0.001, 0.001, 0.000, 0.003, 0.000, 0.000, 0.469, 0.017, 0.004, -0.002, 0.001, 0.013, 0.000, 0.004, 0.000, 0.000]
}

=====

# 2
{
  "formula": "C10H24N6NiO7",
  "method": "the ωB97M-V functional and the def2-TZVPD basis",
  "relative_energy_kcal_mol": 85.4,
  "multiplicity": 3,
  "s2": 2.09,
  "orbital_gap_ev": [6.494, 5.578],
  "e_homo_ev": [-6.77, -6.88],
  "species": ["O", "H", "Ni", "N", "N", "N", "N", "O", "O", "O", "O", "C", "C", "C", "C", "C", "H", "H", "H", "C", "H", "H", "H", "C", "C", "H", "H", "H", "H", "H", "H", "H", "H", "C", "H", "H", "H", "O", "H", "H", "N", "C", "N", "O", "H", "H", "H", "H"],
  "coordinates": [[-0.023, -1.308, -3.685], [-0.472, -1.355, -4.551], [-0.189, 0.150, -0.486], [1.357, -0.877, -0.865], [-0.801, -1.603, 0.193], [0.726, 1.769, -0.242], [-1.356, 1.000, 0.813], [2.541, -0.449, -1.042], [1.984, 2.018, -0.607], [-2.355, 0.455, 1.505], [-1.798, -1.920, 0.947], [-0.077, -2.637, -0.313], [1.126, -2.220, -0.933], [0.089, 2.746, 0.428], [-1.077, 2.277, 1.118], [2.082, -3.059, -1.689], [1.994, -2.848, -2.761], [1.874, -4.119, -1.529], [3.105, -2.835, -1.369], [-0.602, -4.018, -0.192], [-1.571, -4.109, -0.704], [-0.753, -4.281, 0.863], [0.091, -4.734, -0.639], [0.657, 4.113, 0.536], [-1.820, 3.078, 2.128], [1.370, 4.292, -0.275], [1.179, 4.240, 1.495], [-0.143, 4.862, 0.492], [-2.373, 2.427, 2.811], [-2.533, 3.758, 1.639], [-1.132, 3.704, 2.711], [2.294, 1.048, -0.880], [-2.234, -0.572, 1.299], [-1.294, -0.084, -2.212], [-0.865, -1.035, -2.963], [-1.226, 0.878, -2.733], [-2.320, -0.352, -1.900], [1.032, 0.865, -2.866], [0.699, 0.035, -3.363], [1.165, 1.550, -3.553], [0.395, 1.040, 4.132], [0.442, -0.201, 3.522], [-0.174, -1.183, 4.276], [0.973, -0.403, 2.431], [0.342, 1.033, 5.146], [1.040, 1.706, 3.734], [-0.415, -2.003, 3.738], [-0.900, -0.855, 4.899]],
  "forces_ev_per_a": [[-0.032, -1.474, -1.973], [0.395, -0.050, 0.342], [0.008, -0.863, 2.201], [0.453, 0.098, 0.314], [0.286, -0.632, 0.346], [-1.222, 2.030, 1.709], [0.753, 3.267, 0.258], [-1.161, -0.456, -0.111], [0.227, -1.098, -0.513], [-0.300, -1.258, -0.223], [0.615, 0.539, -0.996], [0.582, 0.895, -0.640], [-0.860, -0.126, 0.144], [1.693, -1.836, -1.555], [-0.741, -2.613, -0.871], [0.310, -0.470, 0.248], [-0.041, 0.112, 0.197], [0.113, 0.138, -0.048], [-0.171, -0.070, -0.130], [0.153, -0.420, 0.002], [0.204, 0.096, 0.182], [-0.023, 0.062, -0.244], [-0.138, 0.075, 0.092], [0.073, 0.249, 0.189], [-0.147, 0.188, 0.162], [-0.156, -0.052, 0.221], [-0.014, 0.045, -0.203], [0.148, -0.136, 0.018], [0.146, 0.116, -0.212], [0.088, -0.172, 0.072], [-0.108, -0.170, -0.145], [0.101, 1.268, -0.051], [-0.384, 0.667, 0.366], [-2.360, 1.190, 1.961], [1.160, -0.046, 0.321], [-0.480, -0.337, -0.013], [-0.245, 0.351, -0.538], [0.613, 0.378, -1.978], [0.457, 1.106, 0.602], [0.000, -0.594, 0.581], [0.149, 0.002, 0.096], [0.346, -0.223, -0.832], [-0.051, 0.102, -0.206], [-0.551, 0.218, 1.241], [0.081, 0.140, -0.377], [-0.025, -0.064, 0.092], [-0.007, 0.033, 0.049], [0.063, -0.207, -0.147]],
  "mulliken_spin": [0.227, -0.017, 0.038, 0.192, 0.212, -0.017, 0.023, 0.378, 0.003, 0.003, 0.268, 0.010, 0.076, 0.010, 0.016, 0.012, 0.004, 0.002, 0.003, 0.007, -0.001, -0.001, 0.001, 0.001, 0.001, 0.000, 0.002, 0.001, 0.000, 0.001, 0.000, 0.000, -0.005, 0.485, 0.099, -0.027, 0.013, 0.005, -0.021, -0.002, 0.000, 0.000, 0.001, -0.002, 0.000, 0.000, 0.000, 0.000]
}

=====

# 3
{
  "formula": "C10H25Cl4O10P2Pb",
  "method": "the ωB97M-V functional and the def2-TZVPD basis",
  "multiplicity": 1,
  "charge": 1,
  "orbital_gap_ev": 6.848,
  "e_homo_ev": -12.39,
  "species": ["Pb", "C", "C", "O", "O", "H", "H", "H", "C", "Cl", "Cl", "H", "H", "C", "Cl", "Cl", "H", "H", "C", "O", "P", "O", "O", "C", "O", "C", "H", "H", "H", "H", "H", "H", "H", "H", "H", "C", "O", "P", "O", "O", "C", "O", "C", "H", "H", "H", "H", "H", "H", "H", "H", "H"],
  "coordinates": [[-2.290, -2.690, 0.879], [0.617, 0.559, 0.674], [-0.382, -0.535, 0.906], [-0.065, -1.740, 1.220], [-1.565, -0.396, 0.517], [1.610, 0.128, 0.547], [0.655, 1.197, 1.557], [0.399, 1.127, -0.226], [1.156, -3.285, 3.906], [1.761, -1.753, 4.574], [1.666, -4.810, 4.642], [0.068, -3.275, 3.884], [1.431, -3.323, 2.855], [3.130, 3.488, 0.077], [3.257, 2.140, -1.087], [3.055, 5.101, -0.692], [2.225, 3.213, 0.611], [3.952, 3.548, 0.785], [-1.371, -6.192, -2.558], [-0.314, -6.202, -1.611], [0.300, -4.887, -1.013], [-0.569, -4.187, -0.054], [1.653, -5.520, -0.476], [2.078, -5.165, 0.811], [0.830, -4.062, -2.290], [1.447, -2.781, -2.002], [-2.229, -6.798, -2.280], [-0.862, -6.571, -3.447], [-1.722, -5.225, -2.927], [1.330, -5.317, 1.593], [2.419, -4.132, 0.939], [2.951, -5.736, 1.127], [2.479, -2.985, -1.717], [0.997, -2.307, -1.127], [1.261, -2.208, -2.905], [-1.769, 3.521, 2.017], [-1.632, 4.816, 1.444], [-2.188, 5.092, -0.047], [-3.506, 4.482, -0.334], [-2.103, 6.699, -0.159], [-2.368, 7.322, -1.384], [-0.971, 4.580, -0.960], [-1.029, 3.465, -1.810], [-1.472, 3.538, 3.065], [-1.201, 2.685, 1.603], [-2.832, 3.287, 1.938], [-3.201, 8.001, -1.184], [-2.577, 6.616, -2.187], [-1.564, 8.029, -1.602], [-0.767, 3.706, -2.841], [-1.976, 2.933, -1.729], [-0.203, 2.809, -1.519]],
  "forces_ev_per_a": [[2.240, 1.052, -0.225], [0.511, -0.423, 0.604], [0.037, -1.939, -1.539], [0.222, 0.214, 0.908], [-1.792, 0.563, -0.066], [-0.029, -0.090, 0.161], [-0.034, 0.171, -0.098], [-0.377, 0.040, 0.194], [-0.467, 0.019, -1.009], [-0.093, -0.666, 0.065], [0.130, 0.432, 0.188], [0.044, 0.164, 0.555], [0.362, 0.147, 0.180], [-0.326, 0.219, 0.066], [0.448, 0.283, 0.008], [-0.234, -0.781, 0.224], [-0.136, 0.751, 0.017], [0.214, -0.439, -0.336], [0.242, -0.122, -2.072], [-0.220, 0.984, 0.856], [2.080, -1.908, -2.638], [-0.997, 1.077, 0.727], [-0.894, 0.685, 0.249], [1.018, 0.396, 2.269], [-1.470, -0.385, 1.471], [-0.176, -0.371, 0.284], [0.317, -0.128, 0.339], [-0.620, -0.502, -0.102], [0.120, 0.373, 0.784], [-0.234, -0.227, -0.293], [-0.238, 0.191, -0.647], [-0.151, -0.419, -0.519], [0.188, 0.315, -0.596], [-0.285, 0.068, -0.160], [0.579, 0.248, 0.168], [-1.131, -0.274, 0.383], [0.443, 0.674, -0.905], [-0.221, 0.261, 0.357], [1.123, 0.254, 0.014], [0.690, -2.559, 1.627], [-0.523, 1.511, -0.298], [-0.495, 0.976, 0.261], [0.655, -1.026, -0.211], [-0.107, 0.540, -0.004], [0.222, 0.456, -0.788], [0.054, -0.411, 0.246], [-0.366, -0.415, -0.418], [0.029, 0.203, -0.065], [0.345, -0.568, -0.275], [-0.497, 0.463, 0.002], [-0.032, 0.116, -0.146], [-0.168, -0.191, 0.202]],
  "lowdin_charge": [1.688, 0.000, -0.684, -0.205, -0.167, 0.077, 0.094, 0.063, -1.062, 0.534, 0.547, 0.015, -0.024, -0.986, 0.500, 0.519, 0.001, 0.030, -0.083, -0.175, 0.412, -0.412, -0.153, -0.122, -0.198, -0.046, 0.098, 0.104, 0.090, 0.071, 0.090, 0.106, 0.102, 0.064, 0.104, -0.101, -0.210, 0.440, -0.238, -0.208, -0.112, -0.219, -0.107, 0.092, 0.061, 0.088, 0.096, 0.092, 0.094, 0.094, 0.088, 0.059]
}